No. 1
This record from the Open Molecules 2025 dataset describes C10H15AsAuClO3 as an isolated structure. The level of theory is ωB97M-V/def2-TZVPD.

Values from the calculation:
- net charge = 0
- electronic energy (eV) = -93809.0873
- LUMO (eV) = 0.5
- energy above the lowest of the compared OMol25 structures with the same formula, charge and spin (kJ/mol) = 0.0
- HOMO level (eV) = -7.6126
- orbital gap (eV) = 8.1

Positions of all 31 atoms, in Å:
H  -4.5689  -0.5240  -1.4898
C  -1.5346  -2.8851  -1.7852
H  2.8885  -0.0642  3.6201
H  4.2476  1.3918  0.7275
C  -3.9032  -2.5333  -1.6355
O  -0.0539  -1.0684  -1.7387
C  -2.4144  -0.6347  -1.5558
H  3.4477  2.9592  0.8785
H  1.2558  1.9777  -2.4532
O  2.0496  1.4585  -2.2745
As  1.8875  1.0950  1.5671
C  -3.7122  -1.1849  -1.5548
H  3.0118  -1.0673  2.1569
C  -2.3059  0.7832  -1.3504
H  1.4682  -0.9345  2.9965
H  1.5480  2.4359  3.6952
C  -1.2725  -1.4886  -1.6794
H  1.9826  0.6916  -2.8572
C  2.3694  -0.3912  2.7186
H  -0.0082  1.8824  3.0357
C  3.5937  1.9924  1.3563
O  -1.2877  1.4556  -1.2207
C  -2.8028  -3.3957  -1.7508
H  -0.6805  -3.5418  -1.8909
H  4.0551  2.1350  2.3328
Au  0.7138  0.2696  -0.2563
H  0.8191  3.2565  2.2966
H  -3.2823  1.3023  -1.2814
H  -2.9686  -4.4632  -1.8119
C  0.9671  2.2943  2.7843
Cl  -5.5098  -3.2044  -1.5798


No. 2
This record from the Open Molecules 2025 dataset describes one molecule with the formula C5H14N2. The level of theory is ωB97M-V/def2-TZVPD.

Values from the calculation:
- net charge = 0
- electronic energy (eV) = -8392.0647
- SMILES = CCC[C@@H](N)CN
- LUMO (eV) = 1.1
- energy above the lowest of the compared OMol25 structures with the same formula, charge and spin (kJ/mol) = 53.5
- HOMO level (eV) = -9.2061
- orbital gap (eV) = 10.3

Positions of all 21 atoms, in Å:
H  0.5112  -1.4841  -0.8071
N  -1.5097  1.7892  -1.9714
H  -2.0652  2.0763  -1.1768
C  0.6451  -1.4009  1.2999
H  -0.2168  -2.0786  1.3623
H  0.5261  1.6089  -1.5174
H  2.7836  -1.7574  1.1141
H  0.4136  -0.6802  2.0820
C  -0.5838  0.2353  -0.2449
H  -0.2077  0.2049  -2.3215
H  1.9946  -2.5365  2.5615
H  1.8149  -3.1702  0.9817
N  -0.7278  1.1278  0.8977
H  -0.0684  1.8891  0.8065
H  -1.1784  2.6434  -2.3990
H  -1.6726  1.4352  1.0565
H  -1.4800  -0.3494  -0.4253
C  -0.3557  0.9696  -1.5713
H  1.5067  -0.1650  -0.3184
C  1.9047  -2.2262  1.5249
C  0.6013  -0.7152  -0.0444


No. 3
This record from the Open Molecules 2025 dataset describes a 2-piece molecular cluster, CH4N3P overall. The level of theory is ωB97M-V/def2-TZVPD.

Values from the calculation:
- net charge = 0
- electronic energy (eV) = -14859.0312
- SMILES = [H]/N=P/C#N.N
- LUMO (eV) = -1.3
- energy above the lowest of the compared OMol25 structures with the same formula, charge and spin (kJ/mol) = 165.5
- HOMO level (eV) = -9.7353
- orbital gap (eV) = 8.5

Positions of all 9 atoms, in Å:
H  0.7322  2.0313  -2.1953
H  0.8953  0.3131  -1.9625
H  1.4061  1.3617  -0.8775
N  -1.0819  -0.9453  -1.5274
P  -1.3881  -0.6441  0.0284
C  -1.6269  1.0827  0.1607
N  -1.7317  2.1095  0.6963
H  -0.8186  -1.9852  -1.6362
N  0.7417  1.2273  -1.5264


No. 4
This record from the Open Molecules 2025 dataset describes C20H19AsInNO2Se4 as an isolated structure. The level of theory is ωB97M-V/def2-TZVPD.

Values from the calculation:
- net charge = 0
- electronic energy (eV) = -354032.1239
- LUMO (alpha / beta) (eV) = -1.7 / -1.6
- energy above the lowest of the compared OMol25 structures with the same formula, charge and spin (kJ/mol) = 173.0
- HOMO level (alpha / beta) (eV) = -7.2227 / -7.6592
- orbital gap (alpha / beta) (eV) = 5.5 / 6.0

Positions of all 48 atoms, in Å:
Se  -3.6496  2.4965  -1.0522
C  -0.8744  -2.7381  2.1507
C  -0.0417  -3.4653  2.9899
C  -6.0492  -1.7513  0.0928
H  1.6705  -5.2102  0.6468
H  -7.3341  -3.1526  1.0875
C  -3.9613  -3.3906  0.9105
C  2.0106  -1.2662  -0.4483
C  -2.5962  -3.6767  -2.4331
H  1.5294  -4.9229  3.1027
H  -6.8610  -1.1115  -0.2280
C  -3.6912  -2.2435  0.1712
C  0.1061  -3.8102  0.2347
In  -0.2306  0.4521  0.7017
H  -0.1091  -3.3337  4.0625
C  -5.2707  -3.7144  1.2387
O  0.9288  -0.6241  -0.7666
H  0.1879  -3.9360  -0.8375
H  -1.5901  -2.0422  2.5776
C  -0.6001  -2.8739  -4.1895
N  2.0477  0.2742  1.5055
H  2.5245  1.0551  1.0639
Se  -2.5559  1.1058  -2.3593
H  0.1831  -2.5619  -4.8679
C  -1.7329  -2.6438  -2.0809
C  0.8742  -4.3599  2.4505
H  -3.1289  -5.1096  -3.9322
C  -0.8110  -2.9133  0.7684
C  0.9484  -4.5276  1.0750
O  2.5933  -2.0606  -1.1566
H  -1.3516  -4.3990  -5.4969
H  -3.3800  -3.9919  -1.7557
C  -2.4562  -4.3059  -3.6615
Se  -0.0421  2.8181  -0.4155
C  -0.7362  -2.2364  -2.9637
H  -4.5359  -0.5295  -0.8101
H  -3.1529  -4.0386  1.2257
H  2.2048  0.3543  2.5034
H  -0.0528  -1.4462  -2.6812
C  -6.3143  -2.8966  0.8305
H  2.1779  -1.8152  1.6009
As  -1.8913  -1.7420  -0.3670
H  3.6365  -1.0558  0.9421
H  -5.4753  -4.6100  1.8113
Se  -2.0388  3.7011  0.2722
C  2.5487  -1.0047  0.9686
C  -1.4584  -3.9055  -4.5395
C  -4.7412  -1.4228  -0.2323


No. 5
This record from the Open Molecules 2025 dataset describes a 4-piece molecular cluster, C24H55N2O5PSi overall. The level of theory is ωB97M-V/def2-TZVPD.

Values from the calculation:
- net charge = 0
- electronic energy (eV) = -56165.9320
- SMILES = CCCN[Si@](N)(CCCCCCCCCCOC)P(C)O.CC(C)=O.CC(C)=O.CC(C)=O
- LUMO (eV) = 0.4
- HOMO level (eV) = -8.0307
- orbital gap (eV) = 8.5

Positions of all 88 atoms, in Å:
H  1.7827  -4.3769  -4.0936
N  -1.9120  1.3334  -2.9695
H  1.1362  -0.1344  4.3045
H  1.9058  -6.0922  1.3721
O  1.9117  3.9088  5.9449
H  1.9748  -8.1736  -4.3114
H  2.6670  2.0981  5.3328
H  -5.2101  2.4850  1.3483
H  -2.6566  0.8568  0.6854
H  -3.2098  3.8317  0.8784
H  -1.2555  -0.6728  -0.0901
C  -1.2665  5.4709  -5.5944
H  -1.4734  -1.2686  3.4073
H  0.6380  4.9175  -6.4088
H  -2.2588  2.9315  2.0686
H  2.8815  3.1596  -1.2014
O  0.3339  -6.8485  -2.9438
H  -1.3657  -1.1680  -1.7569
H  -1.7200  -6.5915  0.3286
C  -0.6430  -0.6010  3.1671
C  1.6432  -0.7910  0.0213
H  -1.4025  1.4088  -3.8436
H  2.3844  -1.5641  0.2469
H  -0.6540  3.8067  -4.3998
C  3.2365  4.3637  6.1015
C  1.0523  -6.4751  0.8183
C  -1.2048  -5.7569  -0.1496
H  -2.2594  4.4458  -3.9978
C  -4.3635  2.4403  2.0353
N  -1.3318  2.1561  -0.2757
H  1.5096  2.8522  4.2256
C  -1.5771  4.2195  -4.8131
H  1.0248  -1.8787  2.7356
H  -0.1491  -0.8321  5.2611
C  0.3077  -1.2729  2.1717
H  1.6745  -7.1149  -5.7120
C  -3.0695  2.8500  1.3416
H  0.6082  -7.3138  1.3575
C  1.7334  2.6674  5.2844
C  0.9710  -6.3450  -3.8405
H  -2.0307  3.4690  -5.4633
P  1.0568  2.1990  -2.4623
H  -2.4990  0.5094  -3.0465
C  -0.3169  5.3134  -6.7599
H  1.3722  -6.8485  -0.1566
H  1.8704  2.1789  -0.0942
O  0.2072  -4.2631  1.0496
C  0.0508  -0.1232  4.4525
H  -1.3827  1.2055  5.3626
H  -4.5837  3.0904  2.8818
H  0.0924  -4.4163  -3.5383
C  0.0283  -5.3834  0.6279
H  -4.2932  1.4180  2.4142
C  0.8221  -4.8855  -4.1934
H  3.9542  3.6866  5.6313
H  -1.2731  3.1492  -0.4784
H  3.3445  5.3480  5.6399
H  0.4780  0.6346  1.1556
Si  -0.7872  1.1854  -1.6146
C  1.9551  -7.1438  -4.6577
C  0.5796  1.8943  5.9267
H  -0.7227  4.5994  -7.4790
H  1.9439  0.0977  1.9370
H  -0.4759  1.9246  4.0498
H  -0.2315  -1.9784  1.5424
C  1.8639  2.8528  -0.9489
H  0.3818  -2.3995  -0.6105
C  -0.3848  1.2659  4.9196
H  -0.1623  6.2741  -7.2441
O  2.0399  0.9110  -2.8856
C  0.6022  -1.3803  -0.9383
H  1.0419  -1.4641  -1.9346
C  -0.7330  -0.6208  -1.0499
H  -1.8739  -4.9013  -0.2142
H  2.1939  0.0063  -0.4837
H  2.9238  1.0118  -2.5139
H  0.5039  -4.7830  -5.2323
H  -0.9007  -6.0633  -1.1519
C  -2.6659  1.8625  0.2572
H  3.4782  4.4500  7.1636
H  2.9514  -6.7064  -4.5725
H  -3.4415  1.8661  -0.5231
C  1.0918  -0.2514  1.3421
H  -1.0848  0.2747  2.6784
H  0.0532  2.5891  6.5823
H  0.9863  1.1099  6.5714
O  -1.7399  6.5442  -5.3054
H  1.3214  3.7586  -0.6694


No. 6
This record from the Open Molecules 2025 dataset describes a 3-piece molecular cluster, C3H13N4 overall. The level of theory is ωB97M-V/def2-TZVPD.

Values from the calculation:
- net charge = +1
- electronic energy (eV) = -9272.2779
- LUMO (alpha / beta) (eV) = -3.7 / -5.2
- energy above the lowest of the compared OMol25 structures with the same formula, charge and spin (kJ/mol) = 508.1
- HOMO level (alpha / beta) (eV) = -12.3793 / -11.4568
- orbital gap (alpha / beta) (eV) = 8.7 / 6.3

Positions of all 20 atoms, in Å:
N  -0.0674  3.2864  -0.8197
H  -1.0588  3.1730  -0.5215
H  2.6238  -0.2265  1.0921
H  1.9915  1.3299  0.0727
C  2.1403  -1.0288  0.3766
H  0.5961  1.7701  -0.6455
H  -1.8013  -1.9412  2.2983
H  0.1836  4.1204  -0.1008
H  -0.1444  -2.0982  -0.6588
H  2.8554  -1.3719  -0.3627
N  -2.3332  -1.1925  0.5601
C  0.9739  -0.3112  -0.2829
C  -0.2017  -0.9872  -0.7306
H  -2.5508  -3.1542  1.0154
N  1.1843  0.9644  -0.4200
H  1.6937  -1.8918  0.8908
H  -0.6930  -0.4590  -1.5679
N  -2.2843  -2.2060  1.3704
H  -2.9597  -1.3943  -0.3590
H  -0.1246  3.7150  -1.7741